[1]
{"formula": "H30O19SV", "method": "ωB97M-V with the def2-TZVPD basis set", "gap_ev": [6.65, 6.47], "homo_energy_ha": [-0.3524, -0.3524], "spin_multiplicity": 4, "symbols": ["V", "S", "O", "O", "O", "O", "O", "H", "H", "O", "H", "H", "O", "H", "H", "O", "H", "H", "O", "H", "H", "O", "H", "H", "O", "H", "H", "O", "H", "H", "O", "H", "H", "O", "H", "H", "O", "H", "H", "O", "H", "H", "O", "H", "H", "O", "H", "H", "O", "H", "H"], "xyz": [[-2.2093, -2.1174, 0.8460], [0.2417, 0.1186, -0.2340], [0.5527, 0.6476, 1.0880], [1.3887, -0.5374, -0.8510], [-0.8603, -0.8664, -0.0770], [-0.3323, 1.2616, -0.9730], [-0.8413, 3.7186, -0.7570], [-0.4003, 2.8386, -0.8870], [-0.6803, 4.1946, -1.5740], [-1.8763, -1.2994, -2.5880], [-2.5573, -0.6274, -2.7010], [-1.5803, -1.2414, -1.7290], [2.7877, -0.1274, 2.3400], [1.9367, 0.1576, 2.1070], [2.5067, -0.7804, 2.9670], [-2.7433, 1.7476, -1.5540], [-1.8293, 1.4486, -1.3210], [-2.5473, 2.6396, -1.8500], [2.1397, 2.5446, 1.8650], [1.8617, 3.4276, 1.5450], [1.5117, 1.8546, 1.5860], [2.1057, -2.6754, 1.0810], [2.5467, -2.0274, 0.5390], [1.3427, -3.0124, 0.6960], [-0.4783, -3.6084, 0.1200], [-1.1013, -4.3684, 0.1340], [-0.0353, -3.7884, -0.7490], [-3.7103, -0.5564, -0.1890], [-3.5563, 0.3066, -0.5130], [-4.4443, -0.8104, -0.7280], [-2.6373, -0.4234, 2.4380], [-3.4353, 0.0246, 2.3440], [-1.9733, 0.2166, 2.5680], [-0.1823, -0.5264, 4.2310], [0.3307, -0.9174, 4.9590], [0.1257, 0.3326, 4.0040], [3.7527, -1.3514, -0.5840], [4.2247, -0.7864, 0.0510], [2.8307, -0.9544, -0.6500], [0.9927, -2.5294, -2.4770], [1.1627, -1.8444, -1.7830], [1.7617, -3.0764, -2.6680], [-1.2473, 1.7276, 2.5070], [-0.5293, 1.4076, 1.9380], [-1.6913, 2.2636, 1.8730], [-0.0873, 1.7366, -3.5300], [-0.9623, 2.0046, -3.8500], [-0.1253, 1.6886, -2.5360], [2.9067, 0.8496, -2.5510], [2.2997, 0.2856, -2.0270], [3.3427, 1.4096, -1.8970]], "atomic_forces_ev_per_a": [[1.4, 3.5, -0.4], [-0.2, 1.3, 1.0], [0.2, -1.0, 0.2], [-1.8, 0.7, 0.2], [-1.1, -1.4, 0.4], [1.1, -1.6, -0.1], [0.2, -0.3, -0.1], [-0.3, 1.3, 0.4], [0.2, 0.2, -0.1], [-1.6, -0.7, -3.2], [0.3, 0.1, 0.0], [1.2, 0.6, 2.8], [1.8, -0.4, 0.7], [-1.6, 0.9, -1.1], [0.5, -1.1, 0.6], [-0.2, -0.8, 0.0], [-0.7, 0.0, -0.1], [-0.4, 0.4, 0.2], [0.2, 1.0, 0.1], [-0.1, -1.1, 0.1], [0.4, 1.1, -0.3], [1.2, -0.3, 2.4], [0.5, 0.0, -0.5], [-1.7, -0.5, -1.2], [-1.9, -1.3, -0.4], [0.8, 0.0, 0.2], [0.0, 1.1, 0.1], [-0.1, -2.6, 1.4], [1.3, 2.5, -0.6], [-0.9, -0.7, -0.5], [-0.2, -5.1, -0.9], [-2.1, 1.3, -0.3], [2.1, 2.3, 0.5], [-0.6, -1.8, 0.3], [-0.1, 0.7, -0.5], [0.7, 1.1, 0.2], [-0.6, 0.6, 0.3], [-0.3, -0.2, -0.3], [2.3, -0.2, 0.0], [-0.8, -0.6, 0.6], [0.4, -0.8, -1.0], [0.2, 0.5, 0.3], [0.0, -0.3, 0.8], [0.7, -0.3, 0.0], [-0.9, 1.2, -0.6], [-0.3, 0.4, 0.5], [0.3, -0.2, 0.3], [0.0, -0.1, -1.8], [-0.3, 0.0, 0.2], [0.7, 0.8, -0.8], [0.0, -0.1, -0.1]]}



[2]
{"formula": "H31O15", "method": "ωB97M-V with the def2-TZVPD basis set", "gap_ev": [2.33, 10.00], "homo_energy_ha": [-0.0959, -0.3800], "spin_multiplicity": 2, "symbols": ["O", "H", "H", "O", "H", "H", "O", "H", "H", "O", "H", "H", "O", "H", "H", "O", "H", "H", "O", "H", "H", "O", "H", "H", "O", "H", "H", "O", "H", "O", "H", "H", "O", "H", "H", "O", "H", "H", "O", "H", "H", "O", "H", "H", "H", "H"], "xyz": [[2.7743, 2.8853, -1.1010], [2.7149, -0.6808, -0.0535], [3.5046, 3.4857, -0.6215], [2.6932, 0.3237, 3.9332], [1.9596, 0.0588, 3.3312], [2.4501, 0.8933, 4.5279], [2.0807, -0.2328, 0.3320], [3.0337, 2.5103, 1.5018], [2.4078, 0.5196, 0.7092], [1.9983, 0.6922, -2.7175], [2.5627, -0.0729, -2.2266], [1.7266, 1.2641, -2.1005], [-2.8028, 0.4476, 1.1834], [-2.7941, 1.3368, 0.8432], [-3.6807, 0.4520, 1.3784], [3.4480, 1.6900, 1.4982], [-3.2859, -1.8645, 1.7525], [-2.6003, 3.4812, -1.5257], [-2.7144, -1.7657, 0.8639], [-2.7455, -2.8031, 0.4767], [-2.1475, 2.0909, -1.4467], [0.1903, -3.5301, 0.6737], [0.8549, -3.6359, 1.2752], [0.0176, -4.4713, 0.4962], [-2.9500, 2.5372, -1.4158], [3.7265, 1.5418, 2.4126], [-3.8314, -0.0782, -1.8365], [4.5024, -0.9339, 0.7149], [1.0030, 3.2579, -2.4003], [-1.0200, -0.6747, -2.2358], [-0.5140, -0.9626, -3.0966], [-0.4228, 0.1888, -2.0615], [-2.4133, -4.0580, -1.4010], [-1.5793, -3.7055, -0.9833], [-2.2369, -3.7057, -2.3104], [-3.1987, -0.1267, -1.1474], [-2.8831, -1.2344, 0.0310], [-2.4986, 0.4678, -1.5620], [0.2410, 3.1090, -2.8826], [3.4595, 2.2156, -1.4086], [-0.0585, 3.8407, -3.3075], [-3.3078, -1.5798, 3.2148], [-3.8621, -0.6920, 3.1400], [-2.3948, -1.3582, 3.4276], [4.7691, 0.0124, 0.7257], [3.8237, -1.1358, 1.3990]], "atomic_forces_ev_per_a": [[4.4, 1.0, 1.2], [5.0, -3.3, -2.8], [-2.8, -1.4, -1.4], [2.1, -5.5, -6.1], [0.5, 0.6, 1.0], [-2.7, 4.9, 5.2], [-7.7, 0.0, 1.0], [-1.3, 2.3, -0.1], [1.6, 3.0, 1.4], [3.8, -6.4, -2.6], [-2.3, 3.0, -1.5], [-1.6, 3.1, 4.0], [4.0, 1.5, 0.3], [0.8, 1.0, -0.5], [-4.6, -0.7, 1.3], [1.7, -1.6, 0.3], [0.5, 1.2, 0.1], [-1.0, -1.7, 0.2], [0.3, -6.5, -2.2], [0.2, 3.4, 1.2], [2.5, -1.3, 0.0], [-2.8, -0.8, -2.6], [3.0, 0.3, 2.8], [-0.3, 0.4, -0.2], [-1.2, 3.7, -0.1], [-0.2, -0.3, 0.1], [-1.5, -0.3, -1.0], [0.6, -0.1, 0.2], [2.5, 1.0, 1.4], [4.1, 2.1, -2.4], [-1.5, 0.6, 2.3], [-1.7, -2.8, -0.3], [1.9, 1.2, -0.5], [-1.0, -0.6, -0.2], [-0.7, -0.5, 0.9], [1.3, 1.1, -0.6], [-0.6, 0.9, 0.3], [-1.1, -1.9, 1.1], [-1.6, -4.3, 0.5], [-1.6, 0.7, 0.1], [-1.0, 3.4, -1.8], [-2.3, 0.9, -0.3], [1.3, -1.6, 0.5], [0.4, 0.5, 0.1], [-0.7, -1.0, 0.5], [0.9, 0.8, -0.6]]}



[3]
{"formula": "H32O16", "method": "ωB97M-V with the def2-TZVPD basis set", "gap_ev": [1.93, 10.42], "homo_energy_ha": [0.0136, -0.2920], "charge": -1, "spin_multiplicity": 2, "symbols": ["O", "H", "H", "O", "H", "H", "O", "H", "H", "O", "H", "H", "O", "H", "H", "O", "H", "H", "O", "H", "H", "O", "H", "H", "O", "H", "H", "O", "H", "H", "O", "H", "H", "O", "H", "H", "O", "H", "H", "O", "H", "H", "O", "H", "H", "O", "H", "H"], "xyz": [[4.1438, 1.1092, -0.3408], [3.5648, 1.4640, 0.3404], [4.1919, 0.1844, -0.0842], [-0.5623, 2.6306, 2.0909], [-0.5458, 3.5142, 2.4561], [-0.0850, 2.4824, 1.2522], [0.5985, -0.9236, -4.6319], [0.4898, -1.5074, -3.8786], [1.5175, -0.9015, -4.8969], [-3.9225, 4.5237, 0.2851], [-4.3494, 3.9853, 0.9460], [-3.2660, 5.2055, 0.4130], [0.2661, -4.6043, -0.3032], [0.7103, -5.2544, 0.3125], [0.2535, -5.2151, -1.0568], [-2.7572, -3.4673, -0.8973], [-3.4497, -4.1024, -1.0954], [-2.1546, -3.9132, -0.2881], [1.8502, -5.1739, 2.7155], [2.3194, -4.7660, 3.4496], [1.3200, -4.4254, 2.4189], [1.8109, 0.1576, 1.8219], [1.2790, -0.6355, 1.9594], [1.5935, 0.9924, 2.2328], [-2.1760, -1.0958, -0.8171], [-2.6886, -0.3392, -1.1375], [-1.4004, -1.1161, -1.3995], [0.1976, 1.9783, -0.3522], [0.2248, 2.7722, -0.8908], [-0.3051, 1.1879, -0.5576], [1.9498, 0.3021, -2.1466], [1.6012, 0.3807, -3.0438], [1.7270, 1.2067, -1.8947], [-2.5824, 0.3766, 2.0921], [-2.9826, -0.4120, 1.6947], [-1.9133, 0.7430, 1.5064], [-0.5477, 3.7125, -2.9506], [-0.3872, 4.1434, -3.8006], [-1.4640, 3.9497, -2.7472], [4.9016, 0.1097, 3.1770], [5.1703, -0.7998, 3.3140], [4.1904, 0.0595, 2.4988], [0.1539, -2.0472, 1.9718], [0.2693, -2.7588, 1.3239], [-0.7016, -1.6089, 1.7139], [-3.0047, 2.4196, -1.5560], [-3.6899, 2.1590, -2.1650], [-3.1810, 2.8962, -0.7561]], "atomic_forces_ev_per_a": [[0.3, 0.2, 0.3], [-0.2, 0.1, -0.1], [-0.1, -0.2, -0.3], [-0.3, -0.8, 0.8], [0.4, 0.2, -0.5], [-0.1, 0.7, -0.1], [-0.6, 0.5, -0.4], [0.3, -0.2, 0.2], [0.3, -0.3, 0.2], [-0.6, -0.4, -2.3], [0.7, 0.6, 1.1], [0.0, -0.3, 1.3], [0.9, -1.8, 0.9], [-0.5, 1.2, -0.2], [-0.4, 0.6, -0.5], [-0.2, -0.6, 0.0], [0.0, -0.3, 0.0], [0.1, -0.1, -0.1], [-0.1, 0.2, 0.0], [0.2, -0.2, 0.2], [-0.2, 0.0, -0.1], [2.0, 0.2, -0.9], [-0.8, 0.3, 0.5], [-1.0, -0.4, 0.5], [0.4, 1.1, 0.1], [0.1, 0.1, 0.0], [-0.2, -0.1, 0.1], [1.4, 0.3, 1.6], [-1.0, -0.6, -1.0], [-0.4, 0.4, -1.1], [-0.4, 0.5, -0.8], [-0.1, -0.7, -0.3], [0.3, 0.0, 1.0], [-0.5, -0.4, 0.5], [0.4, 0.4, -0.3], [-0.1, -0.1, -0.2], [0.0, 0.4, -0.2], [0.1, -0.1, 0.1], [0.0, -0.4, 0.2], [-0.6, 0.1, -0.6], [0.0, -0.2, 0.0], [0.4, 0.0, 0.7], [-1.0, 0.2, -0.2], [-0.1, 0.3, -0.2], [1.0, -0.5, 0.3], [2.2, -0.9, -1.0], [-0.8, 0.4, 0.5], [-1.3, 0.6, 0.4]]}



[4]
{"formula": "H32O16", "method": "ωB97M-V with the def2-TZVPD basis set", "gap_ev": 10.16, "homo_energy_ha": -0.3880, "symbols": ["O", "H", "H", "O", "H", "H", "O", "H", "H", "O", "H", "H", "O", "H", "H", "O", "H", "H", "O", "H", "H", "O", "H", "H", "O", "H", "H", "O", "H", "H", "O", "H", "H", "O", "H", "H", "O", "H", "H", "O", "H", "H", "O", "H", "H", "O", "H", "H"], "xyz": [[-0.5396, 0.0957, -0.6899], [-0.4914, 0.2122, -1.6341], [-1.4347, -0.1300, -0.4415], [-0.0606, -2.8882, 4.2771], [0.0087, -3.2593, 5.1581], [0.6055, -3.3503, 3.7306], [-1.9618, -0.5157, 5.2351], [-2.6928, -0.2750, 5.8050], [-1.1051, -0.1972, 5.5178], [2.3454, -3.7700, 3.4178], [2.6760, -3.5693, 4.3240], [2.4458, -2.9757, 2.8736], [1.8985, 4.3310, -3.2551], [1.7951, 3.8802, -2.4107], [1.9291, 3.5686, -3.8461], [-5.3226, -0.4979, 1.3006], [-4.3801, -0.3821, 1.1924], [-5.7464, -0.9443, 2.0381], [-3.2429, 2.1657, -1.5482], [-3.8597, 1.4544, -1.3479], [-2.3378, 1.9030, -1.3558], [1.0664, 1.5438, -2.9966], [1.8710, 0.9962, -2.9915], [1.2025, 1.8740, -2.0776], [-2.3289, 2.2768, -3.9217], [-1.4407, 2.4945, -4.2103], [-2.9371, 3.0074, -3.7700], [-1.8044, -0.0296, -2.9780], [-2.5862, 0.3966, -2.6299], [-1.2597, 0.3750, -3.6443], [-1.6206, 0.8315, 2.0340], [-1.7564, 0.7593, 3.0161], [-0.7467, 0.4045, 1.9984], [3.1989, 2.3912, -0.9146], [3.2016, 1.8288, -0.1235], [4.0680, 2.1025, -1.2206], [1.3175, -2.6725, -2.3817], [2.1486, -3.0287, -2.7032], [0.5394, -3.1070, -2.7832], [3.9766, -1.6097, -0.4431], [4.2793, -0.9048, -1.0382], [3.8403, -2.1992, -1.1982], [0.6537, -4.8483, -0.9670], [0.3927, -5.0932, -1.8536], [0.7850, -3.8939, -0.9222], [0.7535, 3.6935, 3.2275], [1.0881, 3.3591, 4.0758], [1.5685, 4.1963, 3.0766]], "atomic_forces_ev_per_a": [[1.0, 0.4, 1.5], [-0.6, -0.3, -0.6], [-0.1, -0.1, -0.2], [-0.1, 0.2, -0.4], [0.0, -0.2, 0.0], [-0.3, 0.0, 0.6], [-0.2, -0.5, -1.0], [0.4, 0.4, 0.4], [-0.2, 0.2, 0.6], [0.5, 0.0, 0.6], [-0.3, 0.1, -1.2], [0.2, -0.1, 0.3], [0.1, -0.2, -0.1], [0.1, 0.3, 0.2], [-0.1, 0.2, -0.1], [-1.4, 0.6, -1.3], [0.2, -0.6, 1.2], [1.3, 0.0, 0.1], [-0.7, 0.3, 0.2], [0.2, 0.0, 0.4], [-0.1, -0.2, 0.2], [1.0, -0.2, 1.2], [-0.4, -0.1, -0.6], [-0.7, 0.0, -0.6], [-0.2, -0.5, -0.7], [-0.3, 1.0, 0.0], [0.8, 0.3, -0.1], [0.6, -2.8, 0.7], [0.3, 1.1, -1.2], [-0.9, 0.9, -0.1], [0.5, -0.6, 1.8], [-0.4, 0.2, -1.2], [-0.3, 0.2, -0.6], [0.6, -1.0, 0.5], [-0.8, 0.3, 0.2], [0.1, 0.6, -0.7], [-0.5, 0.7, 0.0], [-0.4, -0.5, -0.4], [1.0, 0.3, -0.1], [0.3, 0.3, -1.6], [0.2, 0.7, 0.9], [-0.4, -1.0, 0.7], [0.0, -0.6, 0.8], [0.0, 0.2, -0.1], [0.0, -0.1, -0.4], [1.4, 0.1, 0.9], [-1.0, -0.5, 0.1], [-0.4, 0.4, -1.0]]}



[5]
{"formula": "H32O16", "method": "ωB97M-V with the def2-TZVPD basis set", "gap_ev": 9.39, "homo_energy_ha": -0.3797, "symbols": ["O", "H", "H", "O", "H", "H", "O", "H", "H", "O", "H", "H", "O", "H", "H", "O", "H", "H", "O", "H", "H", "O", "H", "H", "O", "H", "H", "O", "H", "H", "O", "H", "H", "O", "H", "H", "O", "H", "H", "O", "H", "H", "O", "H", "H", "O", "H", "H"], "xyz": [[0.1205, 0.4656, 0.2556], [-0.7103, 0.0136, 0.5103], [0.7505, -0.1190, -0.1825], [-0.2294, 1.3845, 2.9399], [-0.0507, 1.0188, 2.0941], [0.2111, 2.2243, 3.0085], [-1.8410, -1.2095, 0.8424], [-2.7903, -1.1361, 0.7394], [-1.6682, -2.0242, 0.3933], [1.5030, -2.0086, 0.9727], [1.2634, -2.8868, 1.2587], [1.4481, -1.3788, 1.6555], [-2.6237, 2.1098, 0.4544], [-2.1178, 2.9004, 0.6919], [-2.8879, 2.4246, -0.4205], [0.7616, -1.0169, -2.5804], [1.2984, -0.2799, -2.7981], [0.6125, -1.3333, -3.4989], [3.0810, -0.1917, -0.3346], [3.4778, -0.3794, -1.2480], [2.7189, -1.0576, -0.0915], [1.7868, -0.3369, 3.1702], [1.0078, -0.8185, 3.5031], [1.4464, 0.5017, 2.9262], [3.0382, 2.6184, -1.0392], [2.9071, 1.7862, -0.6284], [3.4559, 2.3760, -1.8587], [0.9212, 3.5039, 0.9621], [1.6502, 2.9090, 1.1832], [0.6454, 3.1907, 0.0872], [-2.8126, -0.2843, 3.6080], [-2.1206, -0.2239, 2.9370], [-3.5653, 0.3082, 3.2893], [-3.8805, -0.5319, -0.6075], [-4.3942, 0.2249, -0.8087], [-2.9460, -0.5598, -0.8975], [-2.0424, -0.5373, -2.3503], [-1.1065, -0.6561, -2.2560], [-2.2008, 0.4048, -2.5807], [2.3140, -2.9500, -1.6855], [1.7756, -2.2153, -1.9484], [2.2868, -3.6673, -2.3269], [-0.7387, -3.0762, -0.8231], [-0.5452, -3.2191, -1.7774], [0.1639, -3.0160, -0.4680], [-0.0533, 2.5307, -1.4311], [0.6191, 2.3841, -2.0713], [0.0602, 1.8339, -0.7700]], "atomic_forces_ev_per_a": [[0.6, 0.9, 0.1], [-0.1, -0.7, -0.5], [-0.4, -0.4, 0.4], [-0.7, -0.1, 1.8], [0.2, 0.0, -1.7], [0.0, 0.7, -0.4], [0.2, 0.5, 0.9], [-0.8, 0.6, 0.3], [0.7, -1.0, -0.6], [0.1, -1.4, -2.6], [0.1, -0.1, 0.6], [0.0, 1.3, 2.2], [0.1, 0.8, -0.5], [0.3, -0.3, 0.7], [-0.2, -0.5, -0.1], [-0.9, -0.9, -1.4], [1.0, 1.6, 0.3], [-0.3, -0.2, 0.7], [0.7, -0.2, -2.6], [-0.6, 0.3, 2.1], [0.0, -0.3, 0.5], [0.5, -2.3, 0.2], [0.4, 0.6, 0.2], [-0.7, 1.3, 0.0], [-0.1, 1.3, -0.6], [-0.2, -1.5, 1.0], [0.5, 0.2, -0.5], [0.2, -0.3, 0.5], [0.0, 0.3, -0.1], [0.1, 0.5, -0.1], [-1.6, 1.0, -0.4], [-0.3, 0.2, 0.0], [1.8, -1.2, 0.5], [-0.2, -2.0, 1.2], [0.0, 1.1, -0.4], [-0.9, 0.9, -0.7], [-0.8, 0.8, -0.8], [1.0, 0.2, 0.2], [0.4, -0.9, 0.2], [1.1, -1.3, 0.8], [-0.6, 0.4, -0.6], [-0.1, 0.3, -0.1], [0.9, -0.4, -1.2], [-0.6, 0.1, 1.0], [-0.2, 0.2, 0.1], [-1.2, 0.6, 0.1], [1.0, 0.1, -0.7], [-0.4, -0.9, 0.2]]}



The records above give, respectively, total energy values of -75911.6248; -31207.8505; -33278.2565; -33277.2544; -33279.7868 eV.
The records above give, respectively, maximum force values of 5.2; 8.5; 2.6; 2.9; 3.0 eV/Å.
The records above give, respectively, energy relative to the best compared isomer or geometry (same formula, charge and spin) values of 33.6; 106.7; 33.1; 177.1; 118.7 kcal/mol.